Entry 1:
# C15H23FN3O5PS2

2 unconnected molecules or ions with the total composition C15H23FN3O5PS2 (ωB97M-V/def2-TZVPD, the OMol25 dataset).

Positions of all 50 atoms, in Å:
C: -1.68 1.79 -0.06
C: -2.22 0.99 1.18
C: -3.28 -0.05 0.65
C: -1.09 0.37 2.11
N: -0.22 -0.63 1.42
C: 0.97 -0.27 0.77
S: 1.60 1.46 0.73
C: 1.85 -1.24 0.10
P: 3.47 -0.86 -0.75
O: 3.43 0.59 -1.60
O: 4.76 -0.94 0.33
C: 1.43 -2.68 0.09
C: 2.30 -3.75 -0.62
O: 2.65 -4.75 -0.08
O: 2.68 -3.62 -1.97
F: 1.83 -2.75 -2.61
C: 0.19 -3.00 0.78
N: -0.25 -4.41 0.78
C: 0.33 -4.93 1.77
S: 1.36 -5.74 2.69
C: -0.61 -1.97 1.46
C: -1.89 -2.50 2.19
N: -1.42 -3.23 3.42
H: -1.04 1.10 -0.68
H: -2.57 2.03 -0.70
H: -1.17 2.74 0.23
H: -2.78 1.74 1.82
H: -3.92 -0.45 1.49
H: -2.77 -0.92 0.14
H: -3.97 0.47 -0.06
H: -0.49 1.24 2.49
H: -1.55 -0.07 3.04
H: 1.75 1.87 2.03
H: 3.80 1.27 -1.00
H: 5.60 -0.85 -0.16
H: -2.59 -1.71 2.53
H: -2.38 -3.22 1.49
H: -1.97 -4.10 3.48
H: -1.77 -2.69 4.23
C: -0.52 4.65 -3.87
C: 0.00 4.31 -2.46
C: 0.93 3.08 -2.55
O: -1.05 3.97 -1.69
H: -1.07 3.82 -4.32
H: -1.17 5.52 -3.85
H: 0.32 4.88 -4.54
H: 0.64 5.16 -2.16
H: 0.42 2.20 -2.95
H: 1.33 2.82 -1.56
H: 1.79 3.29 -3.21

Summary:
- HOMO level: -4.93 eV

=====

Entry 2:
# C3H4LiO2Ru

A molecular structure, C3H4LiO2Ru (ωB97M-V/def2-TZVPD, the OMol25 dataset).

Positions of all 11 atoms, in Å:
O: 0.42 1.03 -0.29
Li: -1.49 0.37 -0.28
C: 1.38 0.22 -0.32
C: 1.30 -1.01 0.46
H: 2.32 0.49 -0.83
H: 2.16 -1.05 1.15
H: 1.45 -1.86 -0.23
Ru: 0.69 3.07 -0.93
C: -3.74 -0.10 0.02
O: -4.84 -0.28 0.17
H: 0.35 -0.89 1.07

Summary:
- Total charge: +3
- HOMO level (alpha / beta): -23.57 / -24.65 eV
- Spin multiplicity: 7

=====

Entry 3:
# C23H29N3O3

A single C23H29N3O3 molecule (ωB97M-V/def2-TZVPD, the OMol25 dataset).

Positions of all 58 atoms, in Å:
C: -2.12 -0.24 1.89
C: -1.14 0.72 1.23
C: -1.78 1.80 0.33
N: -0.86 1.94 -0.79
C: -1.21 2.12 -2.10
O: -0.40 1.99 -3.00
C: -2.66 2.48 -2.37
C: -2.98 2.44 -3.86
C: -2.95 1.03 -4.44
C: -4.39 0.52 -4.27
N: -5.16 1.76 -4.32
C: -4.43 2.87 -4.03
O: -4.88 3.99 -3.88
C: 0.41 1.30 -0.48
C: -0.03 0.10 0.36
N: -0.40 -1.04 -0.48
C: -1.52 -1.26 -1.21
O: -2.51 -0.54 -1.22
C: -1.49 -2.50 -2.05
C: -2.49 -3.68 -1.97
C: -1.54 -4.01 -3.16
C: -1.57 -5.21 -4.03
C: -0.48 -6.07 -4.11
C: -0.53 -7.19 -4.93
C: -1.66 -7.46 -5.67
C: -2.76 -6.61 -5.60
C: -2.71 -5.49 -4.78
C: -0.36 -3.54 -2.26
C: -1.70 -2.52 -3.59
H: -2.72 -0.75 1.14
H: -1.59 -0.98 2.49
H: -2.79 0.31 2.55
H: -0.59 1.24 2.03
H: -2.76 1.47 0.00
H: -1.89 2.74 0.87
H: -3.30 1.77 -1.84
H: -2.87 3.47 -1.96
H: -2.32 3.13 -4.39
H: -2.70 1.07 -5.50
H: -2.23 0.38 -3.95
H: -4.69 -0.16 -5.06
H: -4.51 0.01 -3.30
H: -6.16 1.79 -4.29
H: 0.93 1.04 -1.39
H: 1.04 1.96 0.12
H: 0.78 -0.26 1.00
H: 0.32 -1.73 -0.62
H: -2.40 -4.32 -1.09
H: -3.52 -3.44 -2.22
H: 0.41 -5.86 -3.53
H: 0.33 -7.85 -4.98
H: -1.70 -8.34 -6.31
H: -3.65 -6.82 -6.18
H: -3.57 -4.83 -4.72
H: 0.53 -3.20 -2.78
H: -0.13 -4.18 -1.40
H: -2.69 -2.22 -3.93
H: -0.90 -2.10 -4.20

Summary:
- Energy above the lowest of the compared OMol25 structures with the same formula, charge and spin: 2.824 eV
- HOMO level: -9.05 eV